Record 1
C3H5LiO4Tl as an isolated structure. Source: OMol25; level of theory: the ωB97M-V functional and the def2-TZVPD basis.

The net charge is 0. The largest force on an atom comes out at 5.304 eV/A. The HOMO energy (alpha / beta) comes out at -3.4 / -7.8 eV. As for the energy: -598.14437 Ha. Its multiplicity is 2. Its relative energy (zero: lowest compared OMol25 entry of this formula, charge and spin) is 209.8 kJ/mol.

CARTESIAN COORDINATES (ANGSTROEM)
Tl 0.10090 -1.28766 -1.75361
O -2.19562 -0.65101 -1.69874
C -2.91880 0.05754 -1.02565
H -4.01552 0.02785 -1.15889
H -2.51030 0.79808 -0.31268
C 0.61350 -0.87601 1.10037
O 1.53154 0.27491 0.98674
C 1.75120 0.84451 -0.15371
O 1.40105 0.41670 -1.24846
O 2.35082 2.01096 0.01080
Li 0.43832 -1.31627 3.17875
H -0.36163 -0.66741 0.61675
H 1.10897 -1.70367 0.55113
H 2.70556 2.07146 0.90719

---

Record 2
C13H23AsClCrNO3Se2 as an isolated structure. Source: OMol25; level of theory: the ωB97M-V functional and the def2-TZVPD basis.

The net charge is +1. The largest force on an atom comes out at 5.545 eV/A. The HOMO energy (alpha / beta) comes out at -11.5 / -11.5 eV. As for the energy: -9332.61734 Ha. Its multiplicity is 4. Its relative energy (zero: lowest compared OMol25 entry of this formula, charge and spin) is 139.9 kJ/mol.

CARTESIAN COORDINATES (ANGSTROEM)
Cr 1.36267 0.59921 -0.40501
C 3.94199 3.02770 -1.32449
Se 3.82286 1.25661 -0.55521
C 4.21460 0.21155 -2.17828
C 3.80717 -1.23309 -1.98801
Se 1.89027 -1.48518 -1.62730
C 1.19954 -1.13497 -3.41506
H 3.16394 3.17431 -2.06854
H 4.92813 3.13996 -1.76692
H 3.82330 3.73719 -0.51030
H 5.28620 0.26952 -2.36622
H 3.68848 0.68986 -3.00410
H 4.30732 -1.68618 -1.13313
H 4.02781 -1.82216 -2.87686
H 1.48748 -1.95484 -4.06700
H 1.57192 -0.18453 -3.78470
H 0.11533 -1.09180 -3.34214
O -0.80468 2.40948 -1.33033
N 0.37492 2.19331 -1.11971
O 1.13377 1.70528 -2.02875
O 0.93176 2.49495 -0.00689
Cl 1.88512 -0.36683 1.48752
C -2.44346 -0.24916 -1.18264
As -0.89314 -0.10866 -0.00520
C -0.94843 -1.94205 0.65648
C -1.60896 1.01590 1.45665
C -2.42958 0.19847 2.40357
C -3.80833 0.08185 2.24251
C -4.54715 -0.72414 3.09632
C -3.91575 -1.43262 4.10745
C -2.54281 -1.31470 4.28007
C -1.80641 -0.49991 3.43684
H -3.24337 -0.64647 -0.55924
H -2.25324 -0.94403 -1.99845
H -2.72240 0.72052 -1.58140
H -1.94841 -2.18608 1.00925
H -0.22963 -2.09049 1.45611
H -0.68462 -2.60421 -0.17028
H -2.19002 1.79454 0.96767
H -0.75327 1.46488 1.95752
H -4.30376 0.64870 1.46208
H -5.61892 -0.79953 2.96664
H -4.48699 -2.07819 4.76105
H -2.04483 -1.86316 5.06886
H -0.73641 -0.39079 3.57955

---

Record 3
C26H31Br8N3O6 as an isolated structure. Source: OMol25; level of theory: the ωB97M-V functional and the def2-TZVPD basis.

The net charge is 0. The largest force on an atom comes out at 14.532 eV/A. The HOMO energy comes out at -8.3 eV. As for the energy: -22215.85319 Ha. Its relative energy (zero: lowest compared OMol25 entry of this formula, charge and spin) is 2755.7 kJ/mol.

CARTESIAN COORDINATES (ANGSTROEM)
Br -3.89693 -3.28482 -1.41511
C -3.56321 -1.30301 -1.44599
C -4.42288 -0.65394 -0.31553
Br -6.38098 -0.78515 -0.83750
H -4.03339 -0.90092 -2.34341
H -2.51033 -1.02127 -1.45938
H -4.08206 0.37650 -0.41624
H -4.37856 -1.01254 0.71284
Br -1.83149 3.01235 0.17991
C -0.39753 1.66742 -0.18794
C -0.44737 0.44220 0.79068
Br -2.04386 -0.65538 0.25747
H 0.62398 2.04229 -0.12398
H -0.23048 1.20389 -1.16022
H -0.45003 0.82572 1.81097
H 0.39972 -0.24199 0.74124
Br 1.06829 0.02433 2.10693
C 2.87314 -0.46093 2.73511
C 2.80841 -1.69671 3.49521
Br 1.87506 -1.27602 5.23430
H 3.25737 0.44230 3.20908
H 3.29605 -0.62449 1.74390
H 3.77595 -1.93346 3.93785
H 2.47927 -2.63626 3.05135
Br 1.40575 3.49304 -0.42952
C 2.70763 2.20764 0.40478
C 3.43517 3.06148 1.44026
Br 4.79969 1.90103 2.29791
H 3.36727 1.78343 -0.35220
H 2.26077 1.29012 0.78762
H 2.90234 3.67459 2.16709
H 3.96664 3.75006 0.78338
C -1.98886 0.80548 -3.29264
C -0.81159 0.29704 -2.83584
C -0.52326 -1.09162 -3.09720
C -1.47841 -2.03653 -3.39305
C -2.73862 -1.54322 -3.75096
C -3.01559 -0.19296 -3.64042
N -1.25137 -3.46690 -3.41239
O -0.15455 -3.85821 -3.01241
O -2.05063 -4.18513 -4.04426
H -2.21342 1.83741 -3.06660
H -0.02025 0.98618 -2.58034
H 0.50149 -1.41065 -2.97670
H -3.52098 -2.26257 -3.94293
H -4.01552 0.11970 -3.90267
C -0.27475 1.36015 4.26491
C -1.58756 1.07155 4.72741
C -2.77290 1.59676 4.18471
C -2.64973 2.34174 2.96243
C -1.38835 2.73316 2.54152
C -0.26114 2.17492 3.13750
N -3.87491 2.90641 2.45527
O -4.95260 2.60158 2.88186
O -3.77707 3.85853 1.67946
H 0.54176 1.08480 4.91601
H -1.74167 0.39393 5.55414
H -3.74170 1.41026 4.62410
H -1.23870 3.49717 1.79299
H 0.69549 2.53688 2.79073
C 3.66135 -3.28893 -3.23123
C 2.46238 -2.65212 -3.50804
C 1.96257 -1.59635 -2.74912
C 2.65818 -1.23891 -1.52439
C 3.89910 -1.87142 -1.23527
C 4.33488 -2.94638 -2.04014
N 2.12907 -0.14526 -0.67107
O 0.99828 0.30953 -0.92757
O 2.80499 0.19270 0.30901
H 4.08841 -4.05865 -3.85697
H 1.91748 -2.92407 -4.39996
H 1.05148 -1.09411 -3.03907
H 4.49547 -1.49722 -0.41629
H 5.20853 -3.46600 -1.67527